1.
Formula: C22H33BrN3O4
Source: the OMol25 dataset
Level of theory: wB97M-V/def2-TZVPD

Summary:
HOMO energy	-12.0208	eV
LUMO level	-5.33	eV
net charge	+1
Kohn-Sham gap	6.69	eV

XYZ file:
```
63
Properties=species:S:1:pos:R:3:forces:R:3
C -0.603 -4.775 -3.693 -1.1892 -1.5040 0.9055
O -0.044 -3.670 -2.900 0.0994 -0.0111 -2.6128
C 0.535 -2.609 -3.737 0.5295 2.0221 0.2138
C 2.166 -2.472 -3.666 0.2080 0.2387 0.1468
C 2.832 -2.889 -2.219 0.9291 -0.3042 -0.5672
C 2.923 -1.615 -1.196 -0.2317 0.2961 -0.8309
C 3.455 -1.945 0.311 -0.3951 0.6303 0.5516
C 3.160 -3.454 0.866 0.3870 -0.3725 1.2100
C 1.658 -3.627 1.579 0.6999 0.8034 1.0613
C 0.457 -2.861 0.772 -0.1390 -1.3834 -0.6576
C -1.063 -3.489 1.087 1.1003 1.5097 0.1641
N -1.155 -4.968 0.951 -2.3616 4.8569 0.9453
N -2.344 -5.593 1.137 -2.7656 3.9120 0.8732
C -3.510 -4.752 1.473 0.4157 0.1981 0.0245
C -3.672 -3.144 1.723 5.3545 -1.0709 -1.3975
Br -5.348 -2.164 2.211 2.6175 -1.7338 -0.7854
C -2.194 -2.388 1.489 -2.2941 -3.7453 0.0525
C -2.002 -0.762 1.617 1.1211 4.6132 -0.1169
C -1.821 0.261 0.305 0.2060 0.5564 4.2543
C -1.592 1.831 0.671 -0.3457 -1.6113 0.7900
N -1.553 2.545 1.979 -0.7117 -5.8486 -0.1800
C -1.713 1.694 3.192 -0.1596 -2.0892 -4.0327
C -1.913 0.086 3.039 0.0282 0.3293 -1.4155
H 0.082 -5.748 -3.611 -1.2517 2.2450 -0.5237
H -1.622 -5.085 -3.153 2.1200 0.7037 -1.1508
H -0.897 -4.504 -4.793 0.9212 -0.3910 2.0837
H 0.236 -2.644 -4.867 0.3206 -0.2985 2.1792
H 0.097 -1.581 -3.317 0.8168 -2.2304 -0.8046
H 2.415 -1.320 -3.850 -0.5220 -2.5119 0.2520
H 2.673 -3.087 -4.537 -1.0705 1.1630 1.8638
H 3.946 -3.242 -2.467 -2.3575 0.7486 0.6621
H 2.301 -3.845 -1.765 0.8908 2.1554 -0.9384
H 1.854 -1.095 -1.166 2.1610 -1.0957 0.0623
H 3.645 -0.817 -1.711 -1.5683 -1.7309 1.2108
H 4.604 -1.655 0.436 -2.5005 -0.9265 -0.4232
H 2.879 -1.200 1.045 1.3208 -1.5375 -1.4549
H 3.925 -3.631 1.765 -1.6810 0.3104 -1.9797
H 3.374 -4.323 0.105 -0.5188 1.9241 1.2950
H 1.767 -3.069 2.629 -0.3887 -1.2948 -2.1958
H 1.432 -4.753 1.852 0.4589 2.1770 -0.7837
H 0.542 -1.721 1.018 -0.6570 -2.2579 -0.6128
H 0.635 -3.068 -0.389 -0.5760 0.6592 2.3450
H -0.311 -5.556 0.674 -1.5028 1.1043 0.5048
H -4.535 -5.358 1.585 2.8002 1.2712 -0.3029
H -1.825 -0.158 -0.812 0.0016 1.1888 2.7687
H -1.427 2.533 -0.283 -0.4403 -1.6482 2.4882
H -1.685 2.236 4.256 -0.0658 -1.4801 -2.7045
H -2.001 -0.539 4.048 0.1852 1.4707 -2.4424
C -2.330 6.390 1.686 -0.0494 0.2991 0.0699
C -1.123 5.846 0.942 -0.2936 -0.2634 0.5330
O -0.684 6.765 -0.066 0.7130 0.7143 0.0427
C 0.016 7.837 0.380 -0.0666 0.2404 0.6038
O 0.304 8.075 1.544 -0.3491 -0.4208 -1.7223
O 0.318 8.618 -0.686 -0.2485 -0.8556 0.7349
C 0.966 9.840 -0.340 0.3058 0.5552 0.0587
H -3.125 6.660 0.983 0.0802 -0.1805 0.0375
H -2.716 5.650 2.392 0.0604 0.0192 -0.1188
H -2.079 7.297 2.243 0.0783 -0.1961 -0.0365
H -1.402 4.921 0.428 0.1679 0.3291 -0.1616
H -0.303 5.599 1.626 -0.0981 0.2197 -0.1436
H 1.851 9.661 0.278 -0.2841 -0.0049 -0.0031
H 0.261 10.500 0.175 0.1939 -0.1342 0.0612
H 1.286 10.329 -1.265 -0.2094 -0.3317 0.0497
```
Forces are in eV/Å.

***

2.
Formula: C22H33Cl2I2LuN5O3
Source: the OMol25 dataset
Level of theory: wB97M-V/def2-TZVPD

Summary:
HOMO energy	-10.6694	eV
relative energy (zero: lowest compared OMol25 entry of this formula, charge and spin)	0.0	kcal/mol
LUMO level	-2.71	eV
net charge	+1
Kohn-Sham gap	7.96	eV

XYZ file:
```
68
Properties=species:S:1:pos:R:3:forces:R:3
Lu -1.181 0.249 -0.151 0.0037 0.1728 0.6276
C 2.059 2.267 -3.004 -0.0417 0.1476 0.0245
C 2.142 0.773 -3.013 0.0982 -0.0176 0.0106
N 2.992 0.213 -3.844 -0.0137 -0.1206 -0.0080
C 3.124 -1.123 -3.841 -0.0162 -0.1252 0.0360
C 2.440 -1.964 -2.994 0.0613 0.1629 -0.0162
C 2.663 -3.453 -3.075 0.0736 -0.0308 0.0254
O 1.460 -4.170 -3.327 -0.0709 -0.0234 -0.0762
C 1.518 -1.379 -2.094 -0.0167 -0.4223 0.0958
C 0.822 -2.234 -1.138 0.1873 0.1491 -0.1988
N -0.092 -1.878 -0.305 -0.0576 -0.0299 -0.0563
C -0.631 -2.914 0.517 0.1156 0.2740 -0.1057
C -0.992 -4.144 -0.015 -0.0697 -0.0987 0.1378
C -1.539 -5.116 0.808 -0.0014 -0.0380 -0.0406
C -1.737 -4.865 2.156 0.0324 0.0871 0.0299
C -1.389 -3.633 2.693 0.0060 -0.0193 -0.0952
C -0.840 -2.663 1.869 -0.1995 -0.5100 -0.0488
I -0.295 -0.813 2.618 0.2043 0.3518 0.2653
C 1.349 0.006 -2.121 -0.4296 0.1645 0.3436
O 0.489 0.609 -1.328 0.3530 0.0856 -0.4830
H 2.460 2.651 -3.938 -0.0026 0.0381 -0.0060
H 2.650 2.681 -2.184 0.0657 -0.0337 0.0329
H 1.043 2.629 -2.848 -0.0641 -0.0448 -0.0418
H 3.828 -1.534 -4.554 0.0392 0.0060 -0.0537
H 3.048 -3.858 -2.135 0.0005 0.0849 -0.0315
H 3.416 -3.661 -3.842 -0.0475 0.0193 0.0617
H 1.164 -3.954 -4.219 -0.0193 -0.0253 0.0243
H 1.134 -3.278 -1.128 -0.0027 0.0754 -0.0268
H -0.861 -4.327 -1.072 0.0017 -0.0052 -0.0615
H -1.822 -6.072 0.389 -0.0034 -0.0081 -0.0091
H -2.167 -5.623 2.794 -0.0280 -0.0413 0.0403
H -1.544 -3.431 3.743 0.0019 0.0001 0.0585
Cl -1.981 0.152 -3.225 -0.0441 0.0401 -0.0326
C -1.964 1.907 -3.235 -0.0160 0.2751 0.0152
Cl -2.064 2.604 -1.570 -0.1036 -0.1508 -0.2755
H -2.847 2.267 -3.755 0.1360 -0.0240 -0.0224
H -1.037 2.265 -3.671 -0.0829 -0.0571 0.0198
C -3.122 -1.051 -0.403 0.0525 -0.0330 -0.0856
H -3.952 -0.450 -0.810 0.0068 -0.0764 -0.0204
H -3.457 -1.453 0.567 -0.0329 -0.0123 -0.0732
H -3.021 -1.911 -1.079 -0.0791 0.0270 0.0706
N -4.939 1.045 1.503 0.0863 0.0378 0.1058
C -3.746 1.410 1.962 -0.0137 -0.2145 -0.0687
O -2.736 1.396 1.248 0.0821 0.0881 0.0031
C -3.634 1.813 3.407 -0.0530 -0.1849 -0.0047
I -3.063 3.847 3.557 0.0853 0.1682 -0.0140
H -4.995 0.656 0.572 -0.0056 -0.0205 0.0204
H -5.748 1.021 2.099 0.0048 0.0007 -0.0384
H -2.830 1.231 3.856 -0.0826 0.0220 -0.0118
H -4.555 1.685 3.968 0.0249 0.0058 -0.0322
C 2.791 2.459 3.389 0.0362 0.0147 -0.0335
C 2.133 2.407 2.014 -0.1533 0.0470 0.1345
C 2.364 3.735 1.286 0.0450 0.0239 0.0279
C 2.718 1.269 1.192 -0.0190 0.0221 -0.0133
N 0.683 2.184 2.298 0.1019 0.1511 -0.2349
N -0.144 2.295 1.101 -0.0297 -0.0498 0.1204
H 3.871 2.555 3.289 0.0281 0.0052 -0.0353
H 2.582 1.553 3.955 -0.0381 -0.0654 0.0057
H 2.437 3.316 3.963 -0.0394 0.0578 0.0521
H 3.428 3.964 1.267 0.0542 -0.0028 0.0060
H 1.860 4.561 1.792 -0.0391 0.0333 0.0292
H 2.040 3.708 0.244 -0.0138 -0.0103 -0.0630
H 3.749 1.513 0.938 0.0578 -0.0108 -0.0168
H 2.170 1.119 0.265 -0.0813 0.0065 -0.0849
H 2.726 0.337 1.749 -0.0623 -0.1441 0.1051
H 0.411 2.955 2.912 0.0163 -0.1164 -0.0499
H 0.215 3.038 0.496 -0.0560 -0.1269 0.0846
H -1.053 2.607 1.440 0.0676 0.0485 -0.0447
```
Forces are in eV/Å.

***

3.
Formula: C22H33DyN4O3S5
Source: the OMol25 dataset
Level of theory: wB97M-V/def2-TZVPD

Summary:
HOMO energy (spin up / spin down)	-13.6098 / -13.6368	eV
LUMO level (spin up / spin down)	-5.97 / -4.71	eV
net charge	+2
2S+1	6
Kohn-Sham gap (spin up / spin down)	7.64 / 8.93	eV

XYZ file:
```
68
Properties=species:S:1:pos:R:3:forces:R:3
Dy 0.616 -0.345 -0.207 -0.1565 1.0997 -0.0399
C 4.370 0.560 0.670 0.8314 1.1968 1.4769
C 4.270 1.753 -0.266 -0.0704 0.0046 -0.7858
S 2.871 1.707 -1.426 -0.6692 0.3615 0.1592
C 1.995 3.304 -1.128 -1.8318 -0.5072 -0.9968
C 1.447 3.541 0.285 1.4600 -0.1067 0.2800
S 0.325 2.315 0.995 0.5131 -0.0608 0.3704
C 1.158 1.937 2.596 -0.1241 -0.7757 0.2448
C 2.631 1.485 2.576 0.1822 1.5411 -0.8309
S 2.922 0.006 1.580 -0.1146 -0.0017 -0.3112
H 5.101 0.822 1.483 -0.3914 -0.2572 -0.8037
H 4.790 -0.272 0.155 0.0635 -0.8213 -0.3922
H 5.183 1.757 -0.868 -0.0955 0.0116 0.0304
H 4.218 2.743 0.168 0.0801 0.0117 0.6070
H 1.140 3.220 -1.867 0.7926 0.0386 0.7300
H 2.535 4.186 -1.474 0.4023 -0.2226 0.1914
H 1.018 4.518 0.445 -0.3552 0.3258 -0.5088
H 2.339 3.576 0.916 -0.1697 -0.1259 0.2551
H 0.583 1.073 3.000 0.0680 0.6659 -0.2285
H 1.042 2.770 3.305 -0.0526 -0.1557 -0.3752
H 2.855 1.255 3.613 0.4238 0.1707 0.0273
H 3.328 2.306 2.158 -1.0647 -1.2770 1.0126
C -5.108 -1.149 -0.028 1.1612 -0.5779 -0.6365
N -3.906 -0.364 0.387 -0.1724 -0.0678 -1.0756
C -4.167 0.912 1.051 1.4071 -1.0208 1.1846
C -2.669 -0.660 0.042 2.5623 1.5754 0.7008
O -1.649 0.108 0.331 -2.5063 -1.4101 -0.4268
C -2.292 -1.933 -0.685 -0.9209 -0.0953 0.1275
O -0.937 -2.254 -0.462 -0.0380 -0.9377 0.7514
C -0.705 -3.339 0.525 2.7225 0.9384 -2.0790
C 0.202 -2.756 1.625 -0.8618 -1.7359 1.1507
O 0.395 -1.540 1.704 -0.1058 0.9405 -0.0909
N 0.658 -3.584 2.556 0.8218 -0.3338 -0.4690
C 0.605 -5.058 2.420 0.1973 0.1539 -0.6303
C 1.424 -3.097 3.717 1.2850 0.9077 -0.6473
H -4.849 -1.952 -0.737 0.1142 0.4254 0.3009
H -5.863 -0.556 -0.535 0.1716 0.4511 0.1852
H -5.514 -1.626 0.834 -0.4898 -0.1775 0.6751
H -5.164 1.134 0.915 -2.1289 0.6528 -0.4650
H -3.534 1.688 0.673 0.3522 0.3410 -0.1809
H -4.026 0.794 2.134 0.2147 0.1278 -0.2285
H -2.498 -1.820 -1.753 0.2670 0.0416 -0.0189
H -2.934 -2.724 -0.325 -0.0678 -0.4120 -0.0404
H -0.132 -4.125 -0.026 -0.3718 0.7277 0.2948
H -1.594 -3.796 0.834 -1.4697 -0.2549 0.8289
H -0.074 -5.428 3.172 -0.3318 -0.3604 0.0423
H 1.603 -5.476 2.629 -0.3737 0.2793 -0.1848
H 0.311 -5.365 1.382 0.2292 0.2479 1.2063
H 1.782 -2.054 3.628 -1.0493 -0.2718 -0.2355
H 2.417 -3.558 3.813 -0.5813 -0.7780 -0.1598
H 0.848 -3.229 4.608 -0.2641 -0.0924 0.5896
S 2.270 -4.584 -0.903 0.2874 -0.5845 -0.1224
C 2.156 -3.013 -1.020 -0.1924 0.0569 0.2139
N 2.001 -1.838 -1.050 0.3428 0.0670 -0.2915
S 0.289 0.527 -4.904 0.1043 -0.1109 -1.0398
C 0.412 -0.266 -3.452 0.4192 -0.0299 1.5148
N -0.162 0.275 -2.405 -0.5939 0.5985 -0.2481
C -0.861 1.420 -2.783 0.8036 -0.8067 -2.6462
C -1.658 2.245 -2.054 -0.6146 1.2964 0.9076
C -2.244 3.289 -2.715 -1.2993 1.5912 -0.4870
C -2.146 3.517 -4.110 -0.9703 1.3888 3.0572
C -1.339 2.757 -4.823 1.0395 -0.8232 -1.7862
C -0.721 1.710 -4.189 0.4780 -1.2217 1.6191
H 1.035 -1.097 -3.216 0.4955 -0.7496 -0.6578
H -1.782 2.194 -0.992 0.0279 -0.3667 0.4243
H -2.833 4.064 -2.195 0.3167 -0.7862 0.0981
H -2.615 4.401 -4.478 -0.3082 0.2687 -0.4880
H -1.170 2.991 -5.851 0.1698 -0.1883 -0.6491
```
Forces are in eV/Å.

***

Which of these has the highest net charge? C22H33DyN4O3S5